Run A
{
  "formula": "C4H14N3O",
  "method": "ωB97M-V/def2-TZVPD",
  "gap_ha": 0.3171,
  "total_charge": 1,
  "lumo_ev": -3.457,
  "elements": ["H", "N", "O", "H", "H", "H", "H", "H", "N", "H", "H", "C", "H", "N", "C", "C", "C", "H", "H", "H", "H", "H"],
  "coordinates": [[-1.46835, -0.27971, -2.53389], [1.45134, 2.27401, 0.42686], [-0.59357, -1.85643, 2.74502], [-1.72336, -1.78288, -1.69995], [-1.51807, 1.18891, -0.99073], [1.24355, 1.71495, -1.57971], [0.85397, -0.86384, -2.26582], [0.86608, 3.16552, 0.35345], [-1.80799, 0.24996, -0.70270], [-2.76956, 0.42830, -0.48771], [0.21302, -1.33490, 0.98565], [1.25944, 1.28045, -0.60007], [0.40631, -2.02634, -1.13777], [0.78790, -0.50246, 0.92619], [0.77465, 0.05313, -0.32185], [0.25675, -0.95763, -1.32211], [-1.24835, -0.80487, -1.58200], [-0.09786, -2.60147, 3.10040], [0.62487, -0.06563, 1.83006], [2.37997, 2.71069, 0.35466], [1.56642, 1.81660, 1.33638], [-1.45715, -1.80635, 3.16565]],
  "nbo_charge": [0.1964, -0.6743, -0.9778, 0.2281, 0.3506, 0.2237, 0.2432, 0.4484, -0.8880, 0.3906, 0.4267, -0.2786, 0.2455, -0.8043, 0.3060, -0.4769, -0.2244, 0.4928, 0.3957, 0.4328, 0.4472, 0.4966]
}

=====

Run B
{
  "formula": "C4H14N3O",
  "method": "ωB97M-V/def2-TZVPD",
  "gap_ha": 0.3782,
  "total_charge": 1,
  "lumo_ev": -2.907,
  "elements": ["C", "H", "H", "O", "H", "H", "N", "C", "H", "N", "H", "H", "H", "H", "C", "H", "H", "H", "N", "H", "C", "H"],
  "coordinates": [[3.13616, 0.41981, -1.97326], [-0.68703, -0.88000, 1.60464], [-2.27529, -0.47512, -0.26195], [0.36544, -0.59216, -2.16520], [-1.08080, 0.64468, 3.74015], [2.64426, 1.14536, -2.63362], [-1.39237, 0.06197, -0.16488], [-1.07486, 0.16952, 1.29664], [-2.75222, 0.56049, 4.11617], [-1.98043, 0.19898, 3.54660], [1.22741, -2.28192, -2.92579], [4.22654, 0.46883, -2.17381], [-3.18216, -0.00296, 1.86501], [-0.24458, 0.87711, 1.38606], [1.35987, -1.26878, -2.51205], [3.29638, -1.68087, -2.41858], [-0.65685, -0.30520, -0.75141], [2.91841, 0.67513, -0.91823], [2.62734, -0.93506, -2.31696], [-2.53530, 1.65600, 2.04734], [-2.27164, 0.57239, 2.14569], [-1.66827, 0.97181, -0.53257]],
  "nbo_charge": [-0.4298, 0.2420, 0.4321, -0.7412, 0.3583, 0.2257, -0.6736, -0.2397, 0.3843, -0.8101, 0.1460, 0.2338, 0.1986, 0.2234, 0.5509, 0.4137, 0.4840, 0.2068, -0.5701, 0.1914, -0.2551, 0.4286]
}

=====

Least stable: run A